C9H6N4PtS2Se2Te2 as an isolated structure. Source: OMol25; level of theory: ωB97M-V/def2-TZVPD.

Energy relative to the best compared isomer or geometry (same formula, charge and spin), kJ/mol: 65.18
E, eV: -185589.5872
Frontier orbital gap (spin up / spin down), eV: 4.44 / 5.43
Maximum force, hartree/bohr: 0.0082
E_LUMO (spin up / spin down), Ha: 0.154 / 0.154

Structure (ORCA input):
```
! RIJCOSX wB97M-V def2-TZVPD def2/J DEFGRID3
* xyz -2 3
Pt -0.1540 0.3731 -0.3005
Se -0.5575 1.9650 1.7036
Te -0.2130 0.1341 3.4208
Te -0.7490 -1.7234 1.4565
Se 1.1171 -3.3225 1.4278
S -0.5052 -0.8725 -2.4489
C -1.2786 0.6824 -2.3600
S -0.2633 2.1000 -2.2531
C -2.6739 0.7989 -2.2816
C -3.3408 2.0521 -2.1770
N -3.9511 3.0306 -2.1124
C -3.5440 -0.3214 -2.3994
N -4.3104 -1.1814 -2.4880
N 6.0867 -0.5822 0.5490
C 4.7226 -0.3550 0.3557
C 3.9747 -1.1677 -0.4880
C 2.6212 -0.9361 -0.6155
N 1.9935 0.0539 0.0170
C 2.7024 0.8319 0.8386
C 4.0556 0.6615 1.0382
H 6.5368 -1.0580 -0.2165
H 6.6016 0.2334 0.8411
H 4.4354 -1.9928 -1.0160
H 2.0011 -1.5455 -1.2585
H 2.1441 1.6155 1.3366
H 4.5843 1.3142 1.7223
*
```

A 2-piece molecular cluster, C27H28N8O4 overall. Source: OMol25; level of theory: ωB97M-V/def2-TZVPD.

Energy relative to the best compared isomer or geometry (same formula, charge and spin), kJ/mol: 0.00
E, eV: -48555.8955
Frontier orbital gap, eV: 4.41
Maximum force, hartree/bohr: 0.0596
E_LUMO, Ha: -0.081

Structure (ORCA input):
```
! RIJCOSX wB97M-V def2-TZVPD def2/J DEFGRID3
* xyz 0 1
C 5.1328 -0.7135 1.9654
C 3.8512 0.0057 2.2779
C 3.8254 1.3993 2.4402
C 2.6317 2.0808 2.7134
C 2.6191 3.5718 2.8223
C 1.4577 1.3291 2.8659
N 0.2278 1.9942 3.1055
C -0.9179 1.7089 2.3910
C -0.9369 0.9871 1.2227
N -1.9737 2.2330 3.1210
C -3.3209 1.7648 2.9913
C -3.7926 0.7911 3.8831
C -2.9780 0.3963 5.0742
C -5.0126 0.1625 3.5921
C -5.7723 0.5298 2.4748
C -7.0394 -0.2159 2.1604
C -5.3260 1.5883 1.6717
C -4.1040 2.2239 1.9328
C -3.5936 3.3445 1.0886
C -1.4610 2.8476 4.2536
C -0.1172 2.7191 4.2374
C 1.4717 -0.0696 2.8204
C 0.2685 -0.8820 3.1812
C 2.6665 -0.7121 2.4652
H 4.9445 -1.7776 1.7825
H 5.6158 -0.3032 1.0682
H 5.8428 -0.6104 2.7992
H 4.7566 1.9662 2.3523
H 1.6034 3.9734 2.8547
H 3.1546 3.9019 3.7236
H 3.1464 4.0112 1.9663
H -1.8566 0.9842 0.6608
H 0.0106 0.6477 0.8276
H -3.3540 -0.5532 5.4755
H -1.9239 0.2443 4.8007
H -3.0285 1.1451 5.8821
H -5.3613 -0.6514 4.2368
H -7.4731 0.1336 1.2180
H -6.8484 -1.2950 2.0790
H -7.7891 -0.0838 2.9524
H -5.9123 1.9024 0.8019
H -4.3667 3.6208 0.3645
H -3.3597 4.2386 1.6859
H -2.6925 3.0454 0.5367
H -2.1153 3.2926 4.9848
H 0.6186 3.0473 4.9552
H 0.5388 -1.9442 3.1350
H -0.1005 -0.6593 4.1942
H -0.5550 -0.7479 2.4640
H 2.6694 -1.8031 2.3830
O 3.2240 -5.4244 -4.1987
N 2.2767 -4.6239 -4.2336
O 1.4773 -4.5567 -5.1974
C 2.0361 -3.6798 -3.1274
C 0.9952 -2.7678 -3.1385
C 0.8531 -1.8141 -2.0922
N -0.0883 -0.7364 -2.2671
O -0.9385 -0.8762 -3.1733
O 0.0156 0.2894 -1.5633
C 1.6861 -1.8163 -0.9711
N 2.6959 -2.7674 -0.9612
N 3.6860 -2.9698 -0.0278
N 4.4384 -3.9500 -0.4841
N 4.0036 -4.4067 -1.6775
C 2.9230 -3.6814 -1.9973
H 0.2943 -2.7622 -3.9698
H 1.6660 -1.1066 -0.1511
*
```

One molecule with the formula C4H7NO3. Source: OMol25; level of theory: ωB97M-V/def2-TZVPD.

Energy relative to the best compared isomer or geometry (same formula, charge and spin), kJ/mol: 187.25
E, eV: -11893.3368
Frontier orbital gap, eV: 10.97
Maximum force, hartree/bohr: 0.0840
E_LUMO, Ha: 0.022

Structure (ORCA input):
```
! RIJCOSX wB97M-V def2-TZVPD def2/J DEFGRID3
* xyz 0 1
O 0.1201 1.9590 0.2279
C 0.5518 0.8148 0.1857
N 1.7250 0.4776 0.7594
C 2.2917 -0.8056 0.6611
O 3.3746 -1.0490 1.0819
C -0.2814 -0.3328 -0.3653
C -1.6752 0.1887 -0.7988
O -2.6282 -0.7874 -0.4345
H 2.1018 1.3046 1.3280
H 1.6543 -1.4693 0.0804
H -0.3849 -1.0851 0.3631
H 0.1945 -0.6015 -1.3093
H -2.0339 1.1884 -0.2753
H -1.7963 0.6348 -1.7666
H -3.2140 -0.4372 0.2623
*
```

C13H13HgN2O as an isolated structure. Source: OMol25; level of theory: ωB97M-V/def2-TZVPD.

Energy relative to the best compared isomer or geometry (same formula, charge and spin), kJ/mol: 3.98
E, eV: -22891.2689
Frontier orbital gap (spin up / spin down), eV: 6.65 / 8.08
Maximum force, hartree/bohr: 0.0137
E_LUMO (spin up / spin down), Ha: -0.015 / -0.026

Structure (ORCA input):
```
! RIJCOSX wB97M-V def2-TZVPD def2/J DEFGRID3
* xyz 0 2
Hg 0.3074 0.0972 -0.8581
C -5.2153 -1.0161 2.2050
C -5.1071 0.3613 2.3814
C -3.9393 1.0213 2.0401
C -2.8777 0.2928 1.5208
C -2.9731 -1.0762 1.3494
C -4.1494 -1.7349 1.6875
N -1.6040 0.8743 1.1469
N -1.5440 2.1112 1.1893
C -0.2629 2.6609 0.8165
C -0.0855 3.9808 1.2083
C 1.1139 4.6295 0.9552
C 2.1256 3.9455 0.2994
C 1.9283 2.6291 -0.1155
C 0.7330 1.9738 0.1393
H -6.1313 -1.5253 2.4755
H -5.9388 0.9214 2.7884
H -3.8385 2.0900 2.1692
H -2.1208 -1.6110 0.9478
H -4.2274 -2.8054 1.5502
H -0.8988 4.4790 1.7225
H 1.2541 5.6568 1.2646
H 3.0673 4.4400 0.0943
H 2.7240 2.1193 -0.6450
C 1.6624 -1.6722 2.9117
O 1.0070 -0.9482 1.8809
H 0.9726 -2.3117 3.4670
H 2.1740 -1.0099 3.6133
H 2.4060 -2.3048 2.4332
H 0.3180 -0.3884 2.2597
*
```

C18H22BrFeN3O2Se4 as an isolated structure. Source: OMol25; level of theory: ωB97M-V/def2-TZVPD.

Energy relative to the best compared isomer or geometry (same formula, charge and spin), kJ/mol: 0.00
E, eV: -393408.6099
Frontier orbital gap (spin up / spin down), eV: 7.00 / 5.03
Maximum force, hartree/bohr: 0.0206
E_LUMO (spin up / spin down), Ha: 0.083 / 0.012

Structure (ORCA input):
```
! RIJCOSX wB97M-V def2-TZVPD def2/J DEFGRID3
* xyz -1 6
Fe 0.2132 0.7782 0.0484
C -6.9482 -1.9850 0.2710
C -6.8662 -0.4593 0.2257
C -7.5740 0.0965 1.4695
C -7.6055 0.0205 -1.0308
C -5.4215 0.0373 0.1947
C -4.3295 -0.8087 0.2340
C -3.0453 -0.2862 0.1984
Br -1.5770 -1.5090 0.2505
C -2.7645 1.0833 0.1150
O -1.5557 1.5514 0.0466
C -3.8946 1.9593 0.1037
C -5.1620 1.4123 0.1350
C -3.6678 3.4696 0.0528
C -2.9397 3.8488 -1.2465
C -4.9875 4.2453 0.0824
C -2.8393 3.9204 1.2666
H -7.9950 -2.2971 0.2684
H -6.4826 -2.3858 1.1729
H -6.4614 -2.4382 -0.5942
H -8.5951 -0.2895 1.5352
H -7.6271 1.1856 1.4425
H -7.0374 -0.1877 2.3761
H -8.6512 -0.2983 -1.0048
H -7.1420 -0.3908 -1.9292
H -7.5862 1.1072 -1.1148
H -4.4453 -1.8814 0.2946
H -6.0103 2.0831 0.1159
H -3.5142 3.5227 -2.1170
H -1.9544 3.3933 -1.2925
H -2.8256 4.9345 -1.3030
H -5.6136 4.0199 -0.7839
H -4.7677 5.3144 0.0612
H -5.5633 4.0422 0.9884
H -1.8435 3.4852 1.2475
H -3.3308 3.6260 2.1971
H -2.7462 5.0098 1.2613
Se 0.7354 1.3749 2.4814
Se 1.3739 -0.5835 3.3257
Se 3.0979 -1.3497 1.8472
Se 2.4053 -0.6456 -0.1486
N -0.3993 0.6804 -4.1840
C 0.0488 1.1409 -2.9863
O 0.0883 0.3414 -2.0172
C 0.4300 2.5053 -2.8726
C 0.8781 2.8933 -1.6052
N 1.2277 3.0736 -0.5139
C 0.3734 3.3778 -3.9695
N 0.3332 4.0324 -4.9218
H -0.5189 -0.3135 -4.2658
H -0.2861 1.2343 -5.0148
*
```

C15H12N6S3SbTi as an isolated structure. Source: OMol25; level of theory: ωB97M-V/def2-TZVPD.

Energy relative to the best compared isomer or geometry (same formula, charge and spin), kJ/mol: 0.00
E, eV: -86851.9456
Frontier orbital gap (spin up / spin down), eV: 5.96 / 7.43
Maximum force, hartree/bohr: 0.0018
E_LUMO (spin up / spin down), Ha: -0.013 / -0.036

Structure (ORCA input):
```
! RIJCOSX wB97M-V def2-TZVPD def2/J DEFGRID3
* xyz 0 4
Ti -0.0133 -0.3896 1.1810
N 0.5695 3.6934 -0.3564
C 0.2195 2.6464 0.3968
N 0.2009 1.4211 -0.0191
C 0.5660 1.1377 -1.3545
N 0.5295 -0.0742 -1.7667
N 0.1348 -0.9360 -0.7718
C -0.1468 -2.1916 -1.1352
C -0.6549 -3.0120 -0.1079
C -1.0107 -4.3618 -0.2769
C -1.5314 -5.0568 0.7829
C -1.7032 -4.4097 2.0142
C -1.3329 -3.0905 2.1240
N -0.8115 -2.3884 1.1039
C 0.9647 2.2454 -2.2208
C 1.3496 2.0645 -3.5486
C 1.7137 3.1488 -4.3219
C 1.7005 4.4325 -3.7803
C 1.3237 4.6312 -2.4661
C 0.9585 3.5350 -1.6955
H 0.5569 4.6138 0.0500
H -0.0683 2.8522 1.4220
H -0.0096 -2.5200 -2.1565
H -0.8692 -4.8256 -1.2437
H -1.8109 -6.0960 0.6683
H -2.1156 -4.9213 2.8710
H -1.4505 -2.5594 3.0584
H 1.3539 1.0602 -3.9484
H 2.0105 3.0013 -5.3512
H 1.9866 5.2808 -4.3872
H 1.3118 5.6260 -2.0375
S 0.6278 -2.2314 5.1296
Sb 1.0027 0.0361 4.3701
S 2.0569 -0.4248 2.2746
S -1.9997 0.8163 2.0861
N -2.6171 -0.7228 4.3907
C -2.3908 -0.1094 3.4355
H -0.6016 -1.9215 5.5873
*
```

C4H7IO as an isolated structure. Source: OMol25; level of theory: ωB97M-V/def2-TZVPD.

Energy relative to the best compared isomer or geometry (same formula, charge and spin), kJ/mol: 271.77
E, eV: -14406.4158
Frontier orbital gap, eV: 9.44
Maximum force, hartree/bohr: 0.0983
E_LUMO, Ha: 0.022

Structure (ORCA input):
```
! RIJCOSX wB97M-V def2-TZVPD def2/J DEFGRID3
* xyz 0 1
C 1.2275 -1.1764 -0.8749
C 1.0596 -0.6166 0.2580
C -1.2400 0.4315 -0.5008
C -0.7118 0.1130 0.9048
O -0.4375 1.1658 1.7237
I 2.7402 0.0757 1.4219
H 2.0597 -1.6336 -1.3123
H 0.3466 -1.1755 -1.5919
H -0.3790 0.9050 -1.1920
H -1.5863 -0.3302 -1.0521
H -2.0987 1.1474 -0.4829
H -1.0775 -0.7693 1.4379
H 0.0972 1.8631 1.2605
*
```

C27H59Ge2N2OPdSi4 as an isolated structure. Source: OMol25; level of theory: ωB97M-V/def2-TZVPD.

E, eV: -182002.7795
Frontier orbital gap (spin up / spin down), eV: 6.21 / 5.88
Maximum force, hartree/bohr: 0.0217
E_LUMO (spin up / spin down), Ha: -0.115 / -0.174

Structure (ORCA input):
```
! RIJCOSX wB97M-V def2-TZVPD def2/J DEFGRID3
* xyz 1 3
Pd 0.1736 -0.6168 -0.8723
C -0.0135 -1.3059 4.2870
C -0.2194 -1.8493 2.8640
Ge 0.8306 -0.8672 1.5085
C 2.5629 -1.7589 1.3845
C 3.2044 -1.8986 2.7684
C 0.9906 0.9727 2.0862
C 0.9972 2.0414 1.2785
Ge 1.0483 1.7022 -0.6845
C 2.8912 1.7278 -1.3772
C 3.4830 3.1105 -1.6781
C -0.0657 2.9102 -1.7666
C -0.3615 4.3214 -1.2506
C 1.0124 3.4078 1.8753
C 0.2936 3.6696 3.0454
C 0.3145 4.9256 3.6310
C 1.0563 5.9498 3.0572
C 1.7663 5.7092 1.8898
C 1.7335 4.4527 1.3039
H -0.5155 -1.9389 5.0212
H -0.4093 -0.2984 4.4012
H 1.0436 -1.2700 4.5534
H -1.2958 -1.8711 2.6450
H 0.1185 -2.8845 2.7942
H 3.1745 -1.1478 0.7190
H 2.4363 -2.7269 0.8970
H 3.3466 -0.9295 3.2507
H 4.1863 -2.3685 2.6865
H 2.6063 -2.5210 3.4359
H 1.0703 1.1313 3.1642
H 2.8530 1.1377 -2.2946
H 3.5161 1.1754 -0.6716
H 2.7885 3.7509 -2.2280
H 4.3808 3.0110 -2.2921
H 3.7799 3.6362 -0.7719
H -1.0063 2.3841 -1.9307
H 0.4377 2.9495 -2.7370
H -0.7561 4.3173 -0.2337
H -1.1039 4.8016 -1.8922
H 0.5261 4.9537 -1.2511
H -0.3111 2.8864 3.4870
H -0.2520 5.1067 4.5355
H 1.0714 6.9313 3.5123
H 2.3411 6.5028 1.4296
H 2.2854 4.2785 0.3907
C 4.9396 -1.8332 -1.5382
N 4.2961 -1.6889 -2.8305
C 2.9745 -1.4578 -2.9534
N 2.5092 -1.2310 -4.2166
O 2.2320 -1.4159 -1.9656
H 5.9917 -1.5805 -1.6440
H 4.8540 -2.8463 -1.1459
H 4.4888 -1.1436 -0.8286
H 4.8572 -1.7667 -3.6600
H 3.0792 -1.3968 -5.0269
H 1.5138 -1.2504 -4.3431
C -3.9809 -3.8706 -0.3154
Si -2.2569 -3.7218 0.3678
C -1.0139 -4.6987 -0.6079
C -2.2519 -4.3211 2.1265
Si -1.6624 -1.4132 0.2161
Si -3.2014 0.2129 1.0072
C -2.8267 1.8218 0.1548
C -4.9220 -0.3891 0.6489
C -2.9655 0.4601 2.8305
Si -1.1332 -0.7223 -2.8720
C -2.9783 -0.6457 -2.5635
C -0.7481 -2.3948 -3.6244
C -0.7150 0.5944 -4.1173
H -4.2511 -4.9288 -0.3864
H -4.0914 -3.4356 -1.3093
H -4.6992 -3.3848 0.3485
H -1.0270 -5.7422 -0.2804
H -0.0068 -4.3043 -0.4464
H -1.2166 -4.6787 -1.6780
H -2.7122 -5.3142 2.1316
H -2.8227 -3.6822 2.8035
H -1.2393 -4.4203 2.5161
H -3.1532 1.8425 -0.8865
H -1.7517 2.0063 0.1852
H -3.3231 2.6441 0.6791
H -5.0602 -0.6747 -0.3963
H -5.6408 0.4031 0.8794
H -5.1648 -1.2520 1.2741
H -1.9790 0.8809 3.0349
H -3.0851 -0.4562 3.4127
H -3.7165 1.1794 3.1705
H -3.3349 -1.5853 -2.1276
H -3.5022 -0.5129 -3.5192
H -3.2743 0.1785 -1.9134
H -1.6633 -2.9921 -3.6028
H 0.0338 -2.9504 -3.1070
H -0.4606 -2.2876 -4.6753
H -1.2879 1.5026 -3.9300
H -1.0035 0.1989 -5.0979
H 0.3433 0.8629 -4.1481
*
```

Question: Look up the maximum force of the seventh one.
Answer: 0.0983 hartree/bohr

Repeat the fifth record exactly.
C18H22BrFeN3O2Se4 as an isolated structure. Source: OMol25; level of theory: ωB97M-V/def2-TZVPD.

Energy relative to the best compared isomer or geometry (same formula, charge and spin), kJ/mol: 0.00
E, eV: -393408.6099
Frontier orbital gap (spin up / spin down), eV: 7.00 / 5.03
Maximum force, hartree/bohr: 0.0206
E_LUMO (spin up / spin down), Ha: 0.083 / 0.012

Structure (ORCA input):
```
! RIJCOSX wB97M-V def2-TZVPD def2/J DEFGRID3
* xyz -1 6
Fe 0.2132 0.7782 0.0484
C -6.9482 -1.9850 0.2710
C -6.8662 -0.4593 0.2257
C -7.5740 0.0965 1.4695
C -7.6055 0.0205 -1.0308
C -5.4215 0.0373 0.1947
C -4.3295 -0.8087 0.2340
C -3.0453 -0.2862 0.1984
Br -1.5770 -1.5090 0.2505
C -2.7645 1.0833 0.1150
O -1.5557 1.5514 0.0466
C -3.8946 1.9593 0.1037
C -5.1620 1.4123 0.1350
C -3.6678 3.4696 0.0528
C -2.9397 3.8488 -1.2465
C -4.9875 4.2453 0.0824
C -2.8393 3.9204 1.2666
H -7.9950 -2.2971 0.2684
H -6.4826 -2.3858 1.1729
H -6.4614 -2.4382 -0.5942
H -8.5951 -0.2895 1.5352
H -7.6271 1.1856 1.4425
H -7.0374 -0.1877 2.3761
H -8.6512 -0.2983 -1.0048
H -7.1420 -0.3908 -1.9292
H -7.5862 1.1072 -1.1148
H -4.4453 -1.8814 0.2946
H -6.0103 2.0831 0.1159
H -3.5142 3.5227 -2.1170
H -1.9544 3.3933 -1.2925
H -2.8256 4.9345 -1.3030
H -5.6136 4.0199 -0.7839
H -4.7677 5.3144 0.0612
H -5.5633 4.0422 0.9884
H -1.8435 3.4852 1.2475
H -3.3308 3.6260 2.1971
H -2.7462 5.0098 1.2613
Se 0.7354 1.3749 2.4814
Se 1.3739 -0.5835 3.3257
Se 3.0979 -1.3497 1.8472
Se 2.4053 -0.6456 -0.1486
N -0.3993 0.6804 -4.1840
C 0.0488 1.1409 -2.9863
O 0.0883 0.3414 -2.0172
C 0.4300 2.5053 -2.8726
C 0.8781 2.8933 -1.6052
N 1.2277 3.0736 -0.5139
C 0.3734 3.3778 -3.9695
N 0.3332 4.0324 -4.9218
H -0.5189 -0.3135 -4.2658
H -0.2861 1.2343 -5.0148
*
```

Please write out number 1 again, unchanged.
C9H6N4PtS2Se2Te2 as an isolated structure. Source: OMol25; level of theory: ωB97M-V/def2-TZVPD.

Energy relative to the best compared isomer or geometry (same formula, charge and spin), kJ/mol: 65.18
E, eV: -185589.5872
Frontier orbital gap (spin up / spin down), eV: 4.44 / 5.43
Maximum force, hartree/bohr: 0.0082
E_LUMO (spin up / spin down), Ha: 0.154 / 0.154

Structure (ORCA input):
```
! RIJCOSX wB97M-V def2-TZVPD def2/J DEFGRID3
* xyz -2 3
Pt -0.1540 0.3731 -0.3005
Se -0.5575 1.9650 1.7036
Te -0.2130 0.1341 3.4208
Te -0.7490 -1.7234 1.4565
Se 1.1171 -3.3225 1.4278
S -0.5052 -0.8725 -2.4489
C -1.2786 0.6824 -2.3600
S -0.2633 2.1000 -2.2531
C -2.6739 0.7989 -2.2816
C -3.3408 2.0521 -2.1770
N -3.9511 3.0306 -2.1124
C -3.5440 -0.3214 -2.3994
N -4.3104 -1.1814 -2.4880
N 6.0867 -0.5822 0.5490
C 4.7226 -0.3550 0.3557
C 3.9747 -1.1677 -0.4880
C 2.6212 -0.9361 -0.6155
N 1.9935 0.0539 0.0170
C 2.7024 0.8319 0.8386
C 4.0556 0.6615 1.0382
H 6.5368 -1.0580 -0.2165
H 6.6016 0.2334 0.8411
H 4.4354 -1.9928 -1.0160
H 2.0011 -1.5455 -1.2585
H 2.1441 1.6155 1.3366
H 4.5843 1.3142 1.7223
*
```

Question: Which of these has the highest E?
Answer: C4H7NO3